Here is a cluster of 9 separate species, C72H129N9O12 in total from the Open Molecules 2025 dataset. Energies are from the ωB97M-V functional and the def2-TZVPD basis.

## Properties
- 2S+1: 1
- Energy: -114717.88495 eV
- HOMO: -0.293 Eh
- Structure (SMILES): O=[N+]([O-])c1ccccc1.O=[N+]([O-])c1ccccc1.O=[N+]([O-])c1ccccc1.CC1(C)CCCC(C)(C)N1O.CC1(C)CCCC(C)(C)N1O.CC1(C)CCCC(C)(C)N1O.CC1(C)CCCC(C)(C)N1O.CC1(C)CCCC(C)(C)N1O.CC1(C)CCCC(C)(C)N1O
- Net charge: 0
- LUMO: -0.84 eV
- Orbital gap: 7.1 eV

Bonds (Å) are listed after each position.
Geometry (Å):
1 O -20.436 10.682 5.393  N17 1.219
2 O -24.248 13.696 -0.283  N13 1.404, H121 0.960
3 O -24.301 17.399 7.518  N14 1.345, H102 0.960
4 O -34.504 10.223 6.705  N16 1.466, H95 0.960
5 O -30.436 18.036 0.037  N20 1.401, H185 0.960
6 O -31.547 13.715 8.025  N18 1.236
7 O -26.329 15.396 7.178  N19 1.232
8 O -30.848 11.689 8.469  N18 1.218
9 O -19.105 12.332 5.071  N17 1.203
10 O -25.022 7.437 3.890  N21 1.388, H112 0.960
11 O -28.101 15.516 6.087  N19 1.202
12 O -27.896 7.982 0.378  N15 1.380, H178 0.960
13 N -23.707 12.730 0.580  O2 1.404, C37 1.462, C80 1.450
14 N -24.389 18.449 6.683  O3 1.345, C43 1.524, C72 1.468
15 N -27.669 9.237 -0.150  O12 1.380, C63 1.450, C75 1.508
16 N -34.225 10.299 5.268  O4 1.466, C58 1.474, C74 1.430
17 N -20.034 11.808 5.629  O1 1.219, O9 1.203, C45 1.505
18 N -30.724 12.900 8.455  O6 1.236, O8 1.218, C62 1.492
19 N -27.145 14.869 6.421  O7 1.232, O11 1.202, C54 1.506
20 N -29.848 17.110 0.909  O5 1.401, C79 1.490, C82 1.514
21 N -24.112 6.466 4.287  O10 1.388, C40 1.501, C64 1.540
22 C -22.656 14.172 8.056  C53 1.417, C84 1.413, H200 1.080
23 C -21.969 5.785 5.414  C35 1.612, C40 1.596, H138 1.090, H208 1.090
24 C -33.441 10.970 2.488  C31 1.533, C46 1.533, H149 1.090, H177 1.090
25 C -29.698 9.133 -1.616  C63 1.581, H151 1.090, H159 1.090, H201 1.090
26 C -23.386 7.606 6.402  C40 1.518, H164 1.090, H165 1.090, H181 1.090
27 C -25.586 11.506 5.711  C38 1.392, C67 1.437, H214 1.080
28 C -27.243 11.600 0.245  C69 1.571, C75 1.493, H106 1.090, H219 1.090
29 C -31.883 9.560 5.781  C74 1.614, H124 1.090, H128 1.090, H220 1.090
30 C -21.982 10.947 0.940  C37 1.605, C55 1.515, H190 1.090, H199 1.090
31 C -32.493 10.329 3.508  C24 1.533, C74 1.557, H109 1.090, H193 1.090
32 C -21.598 12.834 -0.801  C37 1.569, H126 1.090, H157 1.090, H204 1.090
33 C -20.760 14.040 6.610  C45 1.393, C53 1.371, H183 1.080
34 C -23.533 20.056 8.453  C72 1.553, H97 1.090, H161 1.090, H203 1.090
35 C -22.745 4.510 6.025  C23 1.612, C49 1.543, H114 1.090, H221 1.090
36 C -29.093 18.892 2.504  C82 1.573, H110 1.090, H129 1.090, H168 1.090
37 C -22.685 11.941 -0.106  N13 1.462, C30 1.605, C32 1.569, C70 1.519
38 C -25.749 12.829 6.112  C27 1.392, C54 1.371, H206 1.080
39 C -28.897 12.620 10.122  C62 1.424, C81 1.364, H119 1.080
40 C -22.953 6.996 5.081  N21 1.501, C23 1.596, C26 1.518, C76 1.547
41 C -31.317 15.214 -0.021  C79 1.552, H111 1.090, H117 1.090, H142 1.090
42 C -28.384 16.468 2.748  C50 1.570, C82 1.537, H175 1.090, H189 1.090
43 C -23.389 18.363 5.537  N14 1.524, C47 1.502, C73 1.542, C78 1.538
44 C -28.064 12.741 5.456  C54 1.402, C56 1.399, H153 1.080
45 C -20.860 12.652 6.562  N17 1.505, C33 1.393, C52 1.421
46 C -34.871 10.657 2.945  C24 1.533, C58 1.569, H169 1.090, H196 1.090
47 C -23.617 19.594 4.707  C43 1.502, C61 1.496, H133 1.090, H174 1.090
48 C -27.900 10.862 -2.087  C63 1.613, C69 1.525, H180 1.090, H191 1.090
49 C -23.785 4.033 4.990  C35 1.543, C64 1.541, H122 1.090, H152 1.090
50 C -28.318 14.964 2.304  C42 1.570, C68 1.541, H131 1.090, H171 1.090
51 C -36.602 10.101 4.691  C58 1.531, H127 1.090, H170 1.090, H210 1.090
52 C -21.954 12.005 7.197  C45 1.421, C84 1.443, H105 1.080
53 C -21.608 14.819 7.355  C22 1.417, C33 1.371, H136 1.080
54 C -26.963 13.447 5.959  N19 1.506, C38 1.371, C44 1.402
55 C -21.561 11.504 2.285  C30 1.515, C77 1.571, H166 1.090, H212 1.090
56 C -27.939 11.388 5.122  C44 1.399, C67 1.379, H187 1.080
57 C -27.508 14.434 10.658  C59 1.420, C81 1.388, H115 1.080
58 C -35.303 10.869 4.438  N16 1.474, C46 1.569, C51 1.531, C93 1.539
59 C -28.208 15.349 9.828  C57 1.420, C83 1.333, H213 1.080
60 C -25.886 5.366 5.666  C64 1.565, H144 1.090, H158 1.090, H176 1.090
61 C -23.643 20.931 5.379  C47 1.496, C65 1.590, H101 1.090, H154 1.090
62 C -29.597 13.489 9.237  N18 1.492, C39 1.424, C83 1.434
63 C -28.139 9.373 -1.515  N15 1.450, C25 1.581, C48 1.613, C89 1.526
64 C -24.797 5.117 4.570  N21 1.540, C49 1.541, C60 1.565, C92 1.535
65 C -24.843 20.857 6.421  C61 1.590, C72 1.546, H94 1.090, H222 1.090
66 C -22.459 14.474 1.788  C80 1.571, H113 1.090, H192 1.090, H202 1.090
67 C -26.757 10.734 5.398  C27 1.437, C56 1.379, H118 1.080
68 C -29.566 14.682 1.447  C50 1.541, C79 1.547, H98 1.090, H137 1.090
69 C -28.129 11.919 -1.012  C28 1.571, C48 1.525, H155 1.090, H217 1.090
70 C -23.378 11.058 -1.130  C37 1.519, H147 1.090, H160 1.090, H188 1.090
71 C -28.924 10.530 1.780  C75 1.596, H134 1.090, H135 1.090, H163 1.090
72 C -24.634 19.695 7.418  N14 1.468, C34 1.553, C65 1.546, C91 1.527
73 C -23.633 17.127 4.648  C43 1.542, H99 1.090, H132 1.090, H186 1.090
74 C -32.850 10.590 5.002  N16 1.430, C29 1.614, C31 1.557, C85 1.530
75 C -27.606 10.312 0.906  N15 1.508, C28 1.493, C71 1.596, C90 1.536
76 C -22.113 8.100 4.398  C40 1.547, H120 1.090, H145 1.090, H197 1.090
77 C -22.816 12.251 2.862  C55 1.571, C80 1.529, H108 1.090, H116 1.090
78 C -21.941 18.452 6.049  C43 1.538, H143 1.090, H156 1.090, H209 1.090
79 C -29.902 15.727 0.356  N20 1.490, C41 1.552, C68 1.547, C88 1.518
80 C -23.451 13.261 1.904  N13 1.450, C66 1.571, C77 1.529, C87 1.561
81 C -27.811 13.088 10.802  C39 1.364, C57 1.388, H184 1.080
82 C -28.671 17.587 1.734  N20 1.514, C36 1.573, C42 1.537, C86 1.555
83 C -29.238 14.872 9.128  C59 1.333, C62 1.434, H216 1.080
84 C -22.813 12.769 8.068  C22 1.413, C52 1.443, H182 1.080
85 C -32.488 12.038 5.334  C74 1.530, H123 1.090, H167 1.090, H205 1.090
86 C -27.397 17.898 0.899  C82 1.555, H139 1.090, H148 1.090, H194 1.090
87 C -24.811 13.665 2.553  C80 1.561, H100 1.090, H104 1.090, H107 1.090
88 C -28.907 15.491 -0.765  C79 1.518, H130 1.090, H146 1.090, H162 1.090
89 C -27.366 8.390 -2.390  C63 1.526, H103 1.090, H207 1.090, H211 1.090
90 C -26.390 9.952 1.772  C75 1.536, H141 1.090, H172 1.090, H173 1.090
91 C -25.987 19.490 8.096  C72 1.527, H150 1.090, H179 1.090, H218 1.090
92 C -25.519 4.532 3.348  C64 1.535, H96 1.090, H140 1.090, H215 1.090
93 C -35.533 12.386 4.566  C58 1.539, H125 1.090, H195 1.090, H198 1.090
94 H -25.771 20.752 5.860  C65 1.090
95 H -34.386 11.131 6.993  O4 0.960
96 H -24.940 4.500 2.425  C92 1.090
97 H -23.599 19.336 9.269  C34 1.090
98 H -29.392 13.720 0.965  C68 1.090
99 H -23.564 16.195 5.208  C73 1.090
100 H -25.240 14.391 1.862  C87 1.090
101 H -23.817 21.710 4.637  C61 1.090
102 H -24.911 16.705 7.258  O3 0.960
103 H -26.324 8.671 -2.537  C89 1.090
104 H -24.750 14.007 3.586  C87 1.090
105 H -21.990 10.926 7.246  C52 1.080
106 H -27.446 12.410 0.947  C28 1.090
107 H -25.587 12.899 2.552  C87 1.090
108 H -23.514 11.549 3.318  C77 1.090
109 H -32.583 9.251 3.374  C31 1.090
110 H -28.338 19.266 3.195  C36 1.090
111 H -31.444 14.141 -0.165  C41 1.090
112 H -24.836 7.535 2.954  O10 0.960
113 H -22.283 14.767 2.823  C66 1.090
114 H -23.256 4.735 6.961  C35 1.090
115 H -26.697 14.794 11.273  C57 1.080
116 H -22.461 12.790 3.741  C77 1.090
117 H -31.556 15.700 -0.967  C41 1.090
118 H -26.696 9.679 5.175  C67 1.080
119 H -29.219 11.592 10.058  C39 1.080
120 H -21.430 8.496 5.150  C76 1.090
121 H -24.941 13.147 -0.657  O2 0.960
122 H -24.386 3.208 5.374  C49 1.090
123 H -32.735 12.371 6.342  C85 1.090
124 H -30.858 9.562 5.410  C29 1.090
125 H -35.655 12.619 5.623  C93 1.090
126 H -22.022 13.775 -1.150  C32 1.090
127 H -37.127 10.460 5.576  C51 1.090
128 H -32.221 8.559 5.513  C29 1.090
129 H -30.022 18.680 3.033  C36 1.090
130 H -28.632 16.429 -1.248  C88 1.090
131 H -28.219 14.240 3.112  C50 1.090
132 H -24.640 17.184 4.234  C73 1.090
133 H -24.489 19.468 4.065  C47 1.090
134 H -29.837 10.659 1.198  C71 1.090
135 H -28.823 11.380 2.455  C71 1.090
136 H -21.562 15.893 7.257  C53 1.080
137 H -30.354 14.422 2.154  C68 1.090
138 H -21.201 6.157 6.094  C23 1.090
139 H -26.492 18.026 1.493  C86 1.090
140 H -26.449 5.053 3.123  C92 1.090
141 H -25.471 10.105 1.206  C90 1.090
142 H -32.029 15.672 0.665  C41 1.090
143 H -21.550 19.469 6.028  C78 1.090
144 H -26.631 6.137 5.470  C60 1.090
145 H -21.611 7.857 3.462  C76 1.090
146 H -27.965 15.085 -0.398  C88 1.090
147 H -24.193 10.508 -0.661  C70 1.090
148 H -27.684 18.791 0.343  C86 1.090
149 H -33.192 10.627 1.483  C24 1.090
150 H -26.782 19.379 7.359  C91 1.090
151 H -30.005 8.127 -1.329  C25 1.090
152 H -23.153 3.725 4.157  C49 1.090
153 H -29.069 13.135 5.405  C44 1.080
154 H -22.806 21.154 6.042  C61 1.090
155 H -27.765 12.875 -1.391  C69 1.090
156 H -21.856 18.282 7.122  C78 1.090
157 H -21.164 12.386 -1.695  C32 1.090
158 H -26.474 4.479 5.903  C60 1.090
159 H -30.229 9.847 -0.987  C25 1.090
160 H -23.914 11.715 -1.815  C70 1.090
161 H -22.506 19.981 8.096  C34 1.090
162 H -29.208 14.879 -1.616  C88 1.090
163 H -29.097 9.640 2.385  C71 1.090
164 H -24.046 6.975 6.996  C26 1.090
165 H -22.543 7.737 7.080  C26 1.090
166 H -20.743 12.223 2.232  C55 1.090
167 H -31.428 12.128 5.099  C85 1.090
168 H -29.245 19.687 1.773  C36 1.090
169 H -35.498 11.238 2.269  C46 1.090
170 H -37.310 10.099 3.861  C51 1.090
171 H -27.436 14.894 1.668  C50 1.090
172 H -26.291 10.679 2.578  C90 1.090
173 H -26.272 8.981 2.252  C90 1.090
174 H -22.846 19.572 3.938  C47 1.090
175 H -29.088 16.547 3.577  C42 1.090
176 H -25.421 5.591 6.626  C60 1.090
177 H -33.316 12.051 2.427  C24 1.090
178 H -27.015 7.661 0.585  O12 0.960
179 H -26.207 20.250 8.847  C91 1.090
180 H -28.598 11.204 -2.852  C48 1.090
181 H -24.035 8.459 6.207  C26 1.090
182 H -23.488 12.280 8.755  C84 1.080
183 H -19.981 14.458 5.989  C33 1.080
184 H -27.254 12.476 11.496  C81 1.080
185 H -31.225 18.300 0.516  O5 0.960
186 H -22.833 16.882 3.949  C73 1.090
187 H -28.813 10.927 4.687  C56 1.080
188 H -22.707 10.389 -1.668  C70 1.090
189 H -27.378 16.711 3.091  C42 1.090
190 H -21.071 10.603 0.450  C30 1.090
191 H -26.844 10.982 -2.331  C48 1.090
192 H -22.778 15.415 1.340  C66 1.090
193 H -31.503 10.715 3.269  C31 1.090
194 H -27.127 16.985 0.369  C86 1.090
195 H -36.424 12.680 4.013  C93 1.090
196 H -35.003 9.604 2.699  C46 1.090
197 H -22.804 8.784 3.905  C76 1.090
198 H -34.761 13.026 4.139  C93 1.090
199 H -22.520 10.043 1.226  C30 1.090
200 H -23.340 14.768 8.643  C22 1.080
201 H -30.043 9.340 -2.629  C25 1.090
202 H -21.540 14.250 1.247  C66 1.090
203 H -23.626 21.065 8.856  C34 1.090
204 H -20.756 12.878 -0.110  C32 1.090
205 H -32.840 12.632 4.491  C85 1.090
206 H -24.858 13.301 6.500  C38 1.080
207 H -27.365 7.372 -2.001  C89 1.090
208 H -21.415 5.313 4.603  C23 1.090
209 H -21.340 17.797 5.418  C78 1.090
210 H -36.442 9.029 4.803  C51 1.090
211 H -27.747 8.339 -3.410  C89 1.090
212 H -21.200 10.686 2.908  C55 1.090
213 H -27.993 16.408 9.811  C59 1.080
214 H -24.662 10.954 5.795  C27 1.080
215 H -25.981 3.574 3.587  C92 1.090
216 H -29.755 15.530 8.445  C83 1.080
217 H -29.164 12.134 -0.749  C69 1.090
218 H -26.004 18.558 8.660  C91 1.090
219 H -26.192 11.637 -0.040  C28 1.090
220 H -31.856 9.770 6.850  C29 1.090
221 H -21.969 3.762 6.191  C35 1.090
222 H -24.916 21.806 6.953  C65 1.090